## P
Density functional theory data (ωB97M-V with the def2-TZVPD basis set) for a molecular structure, C3H2NO3.

Element x y z (Å)
1 H -0.65904 0.51110 1.42335
2 O -1.27652 -1.78673 -0.49373
3 N 2.19090 -0.08013 -0.29946
4 H -0.46650 1.43210 -0.11976
5 C -0.21287 0.46190 0.40703
6 O -2.56347 0.13735 -0.31869
7 C 1.26096 0.18686 0.33035
8 C -1.65486 -0.67712 -0.26022
9 O 3.38139 -0.18533 -0.66888

Computed properties:
Spin multiplicity: 1
HOMO level, eV: -3.75
Net charge: -1
Gap between HOMO and LUMO, eV: 7.7865

## Q
Density functional theory data (ωB97M-V with the def2-TZVPD basis set) for a gas-phase ion, C3H2NO3 (charge -1).

Element x y z (Å)
1 O -1.55305 1.79474 -0.07681
2 C 1.68229 -0.11877 -0.27101
3 N 0.78006 0.79283 -0.00184
4 O -1.00846 -1.56688 -0.01125
5 H 1.37824 -0.76915 -1.04252
6 C -1.30412 -0.42184 0.31923
7 H -2.25246 -0.27633 0.73938
8 C -0.52593 0.70712 0.07458
9 O 2.80342 -0.14171 0.27025

Computed properties:
Spin multiplicity: 1
HOMO level (spin up / spin down), eV: -4.89 / -4.89
Net charge: -1
Gap between HOMO and LUMO (spin up / spin down), eV: 8.5996 / 8.5990

## R
Density functional theory data (ωB97M-V with the def2-TZVPD basis set) for 2 unconnected molecules or ions with the total composition C3H2NO3.

Element x y z (Å)
1 H -2.62541 -0.30669 0.78774
2 H 0.10651 1.66277 -0.62225
3 C -1.80565 -0.32226 0.00733
4 C -0.61151 -0.84978 0.10831
5 C 1.80538 0.69359 -0.00059
6 O 0.61402 -0.82618 0.03036
7 N 1.15349 1.65542 -0.41804
8 O 2.83450 0.16970 0.23834
9 O -1.47131 -1.87656 -0.13118

Computed properties:
Spin multiplicity: 1
HOMO level, eV: -3.34
Net charge: -1
Gap between HOMO and LUMO, eV: 7.5773

Result of the stability comparison: R is the least stable of them.

## P
Density functional theory data (ωB97M-V with the def2-TZVPD basis set) for 3 unconnected molecules or ions with the total composition C4H14O3.

Element x y z (Å)
1 C -0.76610 0.04224 0.64533
2 H -1.89194 -0.85035 -1.01681
3 H 0.73025 -1.33069 -1.70126
4 H -1.11502 -3.24365 -0.59059
5 H 2.49406 1.41562 0.41756
6 H -0.45667 2.07209 0.49366
7 H -1.48024 -2.36545 1.00992
8 H -1.93020 1.61583 -0.41134
9 H 0.98630 2.19944 -1.28078
10 O 2.81303 1.59880 1.28153
11 H -1.94092 1.65430 1.32043
12 H -1.02510 -0.54198 1.56943
13 O 1.46077 1.35061 -1.09941
14 H 1.06594 0.59600 -1.55207
15 H 0.13364 -2.66657 0.34979
16 C -0.81989 -2.44575 0.02205
17 C -0.92828 -1.03745 -0.59210
18 O -0.05575 -0.67661 -1.61523
19 C -1.33048 1.39809 0.55341
20 H 0.35395 -0.00294 0.96296
21 H 3.70265 1.21841 1.23355

Computed properties:
Spin multiplicity: 1
HOMO level, eV: -10.11
Gap between HOMO and LUMO, eV: 10.7461

## Q
Density functional theory data (ωB97M-V with the def2-TZVPD basis set) for 4 unconnected molecules or ions with the total composition C4H14O3.

Element x y z (Å)
1 H 1.01752 -3.56937 1.51687
2 O -3.04483 0.19962 2.45639
3 H -2.87116 -0.20051 3.31653
4 H -3.99006 0.06988 2.32976
5 H 1.10103 -3.01410 -1.05627
6 H 2.78741 0.12451 -0.66923
7 H 1.06342 2.01969 0.50553
8 H -0.47388 3.12880 -1.87792
9 O 0.35009 2.59051 0.81709
10 O -0.73500 2.52743 -2.58519
11 H 0.55537 -0.33723 0.31154
12 H -1.07098 3.09916 -3.28608
13 C 2.01029 -0.31697 -1.30412
14 C 0.31764 -2.96899 0.94087
15 H 2.50233 -1.01925 -1.97734
16 C 1.04154 -2.33054 -0.22855
17 H -0.41183 2.03411 1.00327
18 C 1.06204 -1.01366 -0.36604
19 H -0.17329 -2.22425 1.55908
20 H -0.42948 -3.67521 0.57287
21 H 1.62867 0.53365 -1.87494

Computed properties:
Spin multiplicity: 1
HOMO level, eV: -8.97
Gap between HOMO and LUMO, eV: 9.6549

Result of the stability comparison: P is the least stable of them.

## P
Density functional theory data (ωB97M-V with the def2-TZVPD basis set) for 3 unconnected molecules or ions with the total composition C4H14O3.

Element x y z (Å)
1 H 3.24422 -3.37105 2.17972
2 H -2.75639 1.53548 -3.93618
3 H -2.77622 1.41169 -1.63316
4 C 2.77160 -1.45027 3.01281
5 H -3.00221 3.31372 -3.73957
6 H 2.37046 -2.35270 1.09373
7 H -3.24217 -1.50388 1.65764
8 H -0.57404 3.22281 -2.80547
9 H 1.22241 -1.37552 4.28139
10 C -2.55514 2.41222 -3.32061
11 H -0.65719 2.62646 -4.37125
12 O -3.08494 2.21351 -2.06138
13 O 1.45341 -1.86137 3.48629
14 H -0.53217 1.53795 -2.93830
15 C 3.15134 -2.33502 1.85399
16 C -1.02748 2.40784 -3.36966
17 O -2.56501 -1.29431 1.01439
18 H 2.83015 -0.36931 2.88556
19 H -1.78117 -1.12587 1.53732
20 H 3.45801 -1.62954 3.84034
21 H 4.05255 -2.01286 1.33233

Computed properties:
Spin multiplicity: 1
HOMO level, eV: -9.92
Gap between HOMO and LUMO, eV: 10.5241

## Q
Density functional theory data (ωB97M-V with the def2-TZVPD basis set) for 4 unconnected molecules or ions with the total composition C4H14O3.

Element x y z (Å)
1 O -0.60008 0.55964 -3.62009
2 C 2.20002 1.56035 2.50633
3 H -0.44402 -0.23179 -3.96275
4 O -2.93965 -0.81067 2.43772
5 H 0.47697 -0.91727 2.96882
6 H 2.67198 1.38335 3.49715
7 H 0.54961 1.25362 0.11980
8 H -3.91486 -0.70675 2.61085
9 H 0.30408 -0.32140 0.42135
10 H 0.05701 0.71552 -2.89461
11 H 1.78066 -0.02534 -0.25310
12 C 1.72497 0.49708 1.83075
13 H 2.27598 -0.84582 3.39071
14 H -2.44483 -1.09654 3.29886
15 C 1.52014 -0.69216 2.62765
16 O -2.91560 -0.72083 -6.23763
17 H 1.66370 -1.58571 1.83498
18 H -2.95653 0.19152 -6.54780
19 C 1.06832 0.42664 0.47822
20 H 2.15653 2.55363 2.21663
21 H -2.23441 -1.18708 -6.72383

Computed properties:
Spin multiplicity: 1
HOMO level, eV: -9.05
Gap between HOMO and LUMO, eV: 9.7315

Result of the stability comparison: Q is the least stable of them.

## P
Density functional theory data (ωB97M-V with the def2-TZVPD basis set) for 2 unconnected molecules or ions with the total composition C2H3BrO.

Element x y z (Å)
1 H -0.29395 -0.87963 -0.54375
2 C -2.86471 1.06211 -0.05918
3 H 0.33836 -0.06769 1.12214
4 H 0.50093 1.08677 -0.40611
5 Br -3.97739 -0.49318 0.13094
6 O -3.08534 2.12570 -0.49250
7 C 0.18882 0.01451 -0.04081

Computed properties:
Spin multiplicity: 1
HOMO level (spin up / spin down), eV: -9.05 / -9.00
Gap between HOMO and LUMO (spin up / spin down), eV: 9.0353 / 7.6263

## Q
Density functional theory data (ωB97M-V with the def2-TZVPD basis set) for 2 unconnected molecules or ions with the total composition C2H3BrO.

Element x y z (Å)
1 H 0.13539 0.12572 0.87330
2 Br -2.10860 0.70044 0.27738
3 O 0.69780 -2.87379 -1.80036
4 H -0.27085 1.57024 1.51829
5 C -0.25345 1.05587 0.66762
6 C 1.46349 -2.12864 -1.49077
7 H 0.33622 1.55016 -0.04547

Computed properties:
Spin multiplicity: 1
HOMO level, eV: -10.25
Gap between HOMO and LUMO, eV: 11.1852

Result of the stability comparison: P is the least stable of them.